Arrangement i

A 2-piece molecular cluster, H3OPS overall, computed with ωB97M-V/def2-TZVPD.

Each line ends with the natural charge from an NBO analysis.
Positions of all 6 atoms, in Å:
S  -1.2148  0.7090  2.8625  -0.36
P  -0.5744  2.5332  2.6489  0.43
O  0.1685  -0.6458  0.0565  -0.94
H  -0.6141  -0.2786  0.3681  0.47
H  0.5106  2.7505  3.7376  -0.07
H  0.5517  -1.1924  0.7451  0.47

## Properties
* LUMO energy: -1.861 eV
* HOMO level: -9.264 eV
* frontier orbital gap: 7.40 eV
* molar mass: 82.06 g mol⁻¹
* SMILES: P=S.O

Arrangement ii

A 2-piece molecular cluster, H3OPS overall, computed with ωB97M-V/def2-TZVPD.

Each line ends with the natural charge from an NBO analysis.
Positions of all 6 atoms, in Å:
S  2.2509  0.2431  -0.1231  -0.40
P  -0.7762  -0.2034  0.1056  1.34
O  -2.0092  0.3413  -0.5192  -0.96
H  1.9760  1.2362  -0.9042  0.11
H  -0.8111  0.1122  1.3890  -0.07
H  -0.6305  -1.7294  0.0519  -0.02

## Properties
* LUMO energy (alpha / beta): -2.611 / -2.610 eV
* HOMO level (alpha / beta): -9.495 / -9.496 eV
* frontier orbital gap (alpha / beta): 6.88 / 6.89 eV
* molar mass: 82.06 g mol⁻¹

Arrangement iii

A 2-piece molecular cluster, H3OPS overall, computed with ωB97M-V/def2-TZVPD.

Each line ends with the natural charge from an NBO analysis.
Positions of all 6 atoms, in Å:
S  -0.9765  -0.2778  -1.1865  -0.31
P  0.7481  0.1273  -0.0827  0.82
O  0.0811  0.1161  1.3491  -1.02
H  0.4140  2.1413  -0.2933  -0.10
H  0.2932  -0.7026  1.8231  0.50
H  -0.5599  -1.4043  -1.6096  0.12

## Properties
* LUMO energy: -0.044 eV
* HOMO level: -9.318 eV
* frontier orbital gap: 9.27 eV
* molar mass: 82.06 g mol⁻¹

Stability ranking, top entry: arrangement i; the second entry is 48.2 kJ/mol less favorable.

Arrangement i

An isolated molecule of C3H3N3OS, computed with ωB97M-V/def2-TZVPD.

Each line ends with the natural charge from an NBO analysis.
Positions of all 11 atoms, in Å:
S  1.6452  1.4084  1.0105  -0.13
O  -0.2944  -1.0479  -1.2417  -0.26
N  -1.3595  -0.1380  0.5118  -0.22
N  1.7564  -0.2109  -1.1774  -0.47
N  -0.2094  -0.1954  -0.1491  0.02
C  -1.4717  0.6042  1.5603  -0.10
C  1.0669  0.3376  -0.0989  0.15
C  0.9251  -0.9792  -1.7645  0.39
H  1.0975  -1.5899  -2.6665  0.22
H  -2.4566  0.5919  2.0411  0.19
H  -0.6995  1.2191  1.9743  0.21

## Properties
* LUMO energy: -0.261 eV
* HOMO level: -8.831 eV
* frontier orbital gap: 8.57 eV
* molar mass: 129.14 g mol⁻¹
* SMILES: C=Nn1ocnc1=S

Arrangement ii

C3H3N3OS as an isolated structure, computed with ωB97M-V/def2-TZVPD.

Each line ends with the natural charge from an NBO analysis.
Positions of all 11 atoms, in Å:
S  -1.1804  -0.3373  -2.0738  0.12
O  0.8530  -0.3976  -0.3703  -0.51
N  -1.3900  -0.0970  0.4481  -0.59
N  0.5653  -0.0477  2.0365  -0.53
N  2.5036  1.0165  0.8888  -0.69
C  -0.4794  -0.2751  -0.5561  0.39
C  -0.7296  0.0447  1.6211  0.30
C  1.4201  0.2315  0.8763  0.65
H  -1.4186  0.5878  2.5289  0.19
H  -2.6983  0.5806  -1.6671  0.24
H  3.1596  1.3004  0.0187  0.40

## Properties
* LUMO energy: -1.567 eV
* HOMO level: -9.369 eV
* frontier orbital gap: 7.80 eV
* molar mass: 129.14 g mol⁻¹

Arrangement iii

An isolated molecule of C3H3N3OS, computed with ωB97M-V/def2-TZVPD.

Each line ends with the natural charge from an NBO analysis.
Positions of all 11 atoms, in Å:
S  -0.7311  -1.2926  0.0259  0.21
O  1.8779  -1.5131  0.0173  -0.46
N  -0.2910  1.2715  0.0356  -0.63
N  -2.5346  0.7415  -0.0209  -0.68
N  2.0422  1.5681  -0.0233  -0.59
C  0.9853  -0.7286  -0.0630  0.38
C  1.0186  0.8217  -0.0091  0.33
C  -1.3261  0.3999  -0.0760  0.31
H  1.7396  2.5317  0.1403  0.34
H  -3.1548  -0.0392  0.0814  0.36
H  -0.4940  2.2671  0.1736  0.42

## Properties
* LUMO energy: -0.467 eV
* HOMO level: -9.998 eV
* frontier orbital gap: 9.53 eV
* molar mass: 129.14 g mol⁻¹
* SMILES: [H]/N=C1/N/C(=N\[H])C(=O)S1

Stability ranking, top entry: arrangement iii; the second entry is 278.4 kJ/mol less favorable.

Arrangement i

An isolated molecule of C3H2Cl2N2O, computed with ωB97M-V/def2-TZVPD.

Each line ends with the natural charge from an NBO analysis.
Positions of all 10 atoms, in Å:
Cl  -0.9720  -1.4059  -1.4731  0.03
Cl  -0.9236  -1.4635  1.4511  0.03
O  -2.1957  1.1806  -0.0126  -0.43
N  1.1908  1.1683  0.0255  -0.06
N  0.1637  1.7997  0.0448  -0.16
C  -1.0694  0.8373  0.0177  0.60
C  1.0693  -0.2635  -0.0087  -0.34
C  -0.4317  -0.5609  -0.0050  -0.19
H  1.5859  -0.6707  0.8648  0.25
H  1.5827  -0.6212  -0.9045  0.25

## Properties
* LUMO energy: -0.768 eV
* HOMO level: -9.625 eV
* frontier orbital gap: 8.86 eV
* molar mass: 152.97 g mol⁻¹
* SMILES: O=C1N=NCC1(Cl)Cl

Arrangement ii

A 2-piece molecular cluster, C3H2Cl2N2O overall, computed with ωB97M-V/def2-TZVPD.

Each line ends with the natural charge from an NBO analysis.
Positions of all 10 atoms, in Å:
Cl  -2.6371  -1.0072  -1.5811  0.13
Cl  0.3152  0.5359  -0.0881  0.01
O  -2.7288  3.3189  2.2828  -0.38
N  -2.2207  2.2303  2.1377  0.27
N  -1.1676  2.0664  1.5574  -0.19
C  -2.4820  -1.5716  1.1472  -0.25
C  -2.7345  -1.3226  0.0203  -0.12
C  -0.0220  1.4583  1.4212  0.07
H  0.8084  1.7608  2.0806  0.22
H  -2.3750  -1.3620  2.1716  0.24

## Properties
* LUMO energy (alpha / beta): -0.617 / -0.616 eV
* HOMO level (alpha / beta): -9.416 / -9.416 eV
* frontier orbital gap (alpha / beta): 8.80 / 8.80 eV
* molar mass: 152.97 g mol⁻¹
* SMILES: O=N/N=C/Cl.C#CCl

Stability ranking, top entry: arrangement i; the second entry is 503.7 kJ/mol less favorable.

Arrangement i

CH2ClNO2S as an isolated structure, computed with ωB97M-V/def2-TZVPD.

Each line ends with the natural charge from an NBO analysis.
Positions of all 8 atoms, in Å:
Cl  -2.6154  1.7196  -0.2787  -0.37
S  -0.6607  -1.2575  0.4781  1.74
O  -0.9474  -0.5551  -0.7665  -0.90
O  -0.7875  -0.4218  1.6558  -0.84
N  1.4859  -0.7575  0.2699  -0.41
C  2.3313  -0.0707  -0.1534  0.21
H  -1.8814  0.6821  -0.6333  0.30
H  3.0751  0.6611  -0.5720  0.27

## Properties
* LUMO energy: -0.717 eV
* HOMO level: -10.453 eV
* frontier orbital gap: 9.74 eV
* molar mass: 127.55 g mol⁻¹

Arrangement ii

An isolated molecule of CH2ClNO2S, computed with ωB97M-V/def2-TZVPD.

Each line ends with the natural charge from an NBO analysis.
Positions of all 8 atoms, in Å:
Cl  -2.6444  1.0930  -0.4153  -0.11
S  -2.2359  -0.4542  0.7285  0.55
O  -0.4636  -0.2816  0.8723  -0.67
O  -0.2145  -0.5516  -1.3396  -0.62
N  1.5260  0.1828  0.0186  -0.86
C  0.2568  -0.2339  -0.2754  0.87
H  2.3128  -0.0949  -0.6060  0.43
H  1.4630  0.3403  1.0169  0.41

## Properties
* LUMO energy: 0.003 eV
* HOMO level: -9.430 eV
* frontier orbital gap: 9.43 eV
* molar mass: 127.55 g mol⁻¹
* SMILES: NC(=O)OSCl

Stability ranking, top entry: arrangement ii; the second entry is 114.3 kJ/mol less favorable.

Arrangement i

A 6-piece molecular cluster, C5H26N3O5 overall, computed with ωB97M-V/def2-TZVPD.

Each line ends with the natural charge from an NBO analysis.
Positions of all 39 atoms, in Å:
O  1.0089  0.9754  1.7919  -0.97
O  1.5086  -1.8570  2.3043  -0.98
O  -3.3804  -0.0290  1.5170  -0.95
O  1.7688  -2.5006  -1.3798  -0.94
O  -0.8615  3.0700  2.1693  -0.93
N  2.1302  0.2228  -0.6551  -0.70
N  -0.6750  -0.2818  -0.4321  -0.70
N  -1.2044  -2.2516  0.7951  -0.89
C  -1.4137  -1.5553  -0.4573  -0.04
C  -0.2525  1.8278  -1.5445  -0.40
C  -1.3354  0.8221  -1.1366  -0.21
C  0.8242  1.3375  -2.5308  -0.44
C  2.0807  0.4831  -2.1520  -0.22
H  -1.8332  0.4200  -2.0167  0.20
H  -0.4181  -0.0479  0.5173  0.38
H  0.5150  0.1904  2.0784  0.48
H  1.4910  -0.5222  -0.3980  0.47
H  1.8115  -2.6941  -0.4296  0.48
H  -1.8974  -1.9411  1.4638  0.40
H  0.7168  -2.2317  1.8896  0.49
H  0.4031  0.8430  -3.4101  0.23
H  1.7089  1.0549  -0.2612  0.45
H  -1.2288  -3.2578  0.7132  0.38
H  2.0117  -0.4837  -2.6130  0.24
H  -3.5307  0.5375  0.7541  0.47
H  0.2541  2.1067  -0.6146  0.19
H  0.8058  -2.5271  -1.4811  0.47
H  2.9400  1.0986  -2.3512  0.22
H  -2.0498  1.3195  -0.4780  0.18
H  -0.4861  3.8170  1.6790  0.46
H  1.2466  1.2532  2.6886  0.49
H  1.2127  2.2462  -2.9978  0.23
H  -2.4728  -1.3373  -0.6425  0.17
H  -0.7139  2.6869  -2.0281  0.24
H  -4.2629  -0.2456  1.8332  0.48
H  3.0720  -0.0227  -0.3669  0.44
H  -1.5286  3.5992  2.6346  0.47
H  1.4972  -2.2072  3.2009  0.48
H  -1.1163  -2.1354  -1.3378  0.16

## Properties
* LUMO energy: -2.324 eV
* HOMO level: -12.300 eV
* charge: +1
* frontier orbital gap: 9.98 eV
* molar mass: 208.28 g mol⁻¹

Arrangement ii

A 6-piece molecular cluster, C5H26N3O5 overall, computed with ωB97M-V/def2-TZVPD.

Each line ends with the natural charge from an NBO analysis.
Positions of all 39 atoms, in Å:
O  1.3412  0.8866  1.9914  -1.00
O  -3.4718  0.5896  1.3730  -0.97
O  -1.2584  2.0170  2.0106  -0.98
O  1.7906  -2.6780  -1.1805  -0.99
O  2.1277  -1.8547  1.3303  -0.99
N  2.2518  0.1601  -0.6509  -0.71
N  -1.4777  -1.9953  1.1848  -0.86
N  -1.0343  -0.0187  -0.2081  -0.68
C  -1.5852  -1.4067  -0.1045  -0.05
C  -1.0750  0.4326  -1.5858  -0.23
C  1.0844  1.9274  -1.8817  -0.45
C  1.8708  0.6348  -2.0284  -0.23
C  -0.4846  1.8278  -1.9037  -0.41
H  2.8958  0.7193  -0.0951  0.44
H  -0.7942  2.0222  -2.9387  0.22
H  2.2152  -3.5342  -1.3952  0.49
H  -0.9282  2.5980  -1.2644  0.22
H  -0.9704  -1.9259  -0.8478  0.19
H  -2.1590  1.6561  1.9074  0.50
H  -1.4609  0.6874  0.3624  0.38
H  1.4808  2.5430  -1.0709  0.22
H  1.3434  -0.1669  -2.5215  0.24
H  -1.2128  -2.9654  1.2357  0.39
H  -2.5884  -1.3575  -0.5714  0.15
H  2.7823  0.7603  -2.6242  0.23
H  -4.1051  -0.0299  1.7460  0.50
H  1.3024  2.5998  -2.7313  0.24
H  -4.0121  1.2238  0.8810  0.50
H  1.3224  -0.0103  -0.2300  0.47
H  -1.2300  2.1050  2.9728  0.48
H  0.5809  1.3229  1.5634  0.51
H  1.8310  -2.7437  -0.1948  0.49
H  2.5325  -1.7000  2.1905  0.50
H  -2.2946  -1.7596  1.7252  0.37
H  -0.5766  -0.3379  -2.1503  0.18
H  1.1857  -1.6312  1.3970  0.51
H  2.7740  -0.7214  -0.6603  0.46
H  -2.0989  0.4445  -2.0148  0.17
H  1.3280  0.9921  2.9329  0.48

## Properties
* LUMO energy: -2.374 eV
* HOMO level: -11.902 eV
* charge: +1
* frontier orbital gap: 9.53 eV
* molar mass: 208.28 g mol⁻¹

Stability ranking, top entry: arrangement ii; the second entry is 36.7 kJ/mol less favorable.

Arrangement i

C4H10NOS2 as an isolated structure, computed with ωB97M-V/def2-TZVPD.

Each line ends with the natural charge from an NBO analysis.
Positions of all 18 atoms, in Å:
S  2.0684  -2.3323  0.3086  0.20
S  -0.3825  -3.0986  -0.7729  0.20
O  1.4237  0.4379  0.1932  -0.73
N  -0.2228  -0.9000  2.1690  -0.71
C  0.9099  -1.9612  -1.0045  -0.51
C  -0.5357  0.5653  -1.2972  -0.68
C  -0.6201  -0.3933  0.9656  0.09
C  0.0938  0.0050  -0.1078  0.18
H  -0.5073  -3.2110  0.4935  0.13
H  1.7725  0.9953  -0.5524  0.50
H  -1.7700  -0.5443  0.7226  0.23
H  0.4431  -0.5054  2.7470  0.42
H  -0.9931  -0.2081  -2.0162  0.24
H  0.3026  1.0249  -1.9003  0.23
H  2.9945  -1.3926  0.2476  0.15
H  -1.0118  -1.4399  2.6436  0.42
H  -1.2484  1.3889  -1.2143  0.26
H  1.7362  -1.8001  -2.0119  0.37

## Properties
* LUMO energy (alpha / beta): -5.825 / -5.824 eV
* HOMO level (alpha / beta): -12.445 / -12.446 eV
* charge: +1
* frontier orbital gap (alpha / beta): 6.62 / 6.62 eV
* molar mass: 152.26 g mol⁻¹

Arrangement ii

An isolated ion of composition C4H10NOS2 and charge +1, computed with ωB97M-V/def2-TZVPD.

Each line ends with the natural charge from an NBO analysis.
Positions of all 18 atoms, in Å:
S  -3.1512  -0.6692  -0.6568  -0.03
S  0.2206  -1.5035  -0.1817  0.27
O  -1.2017  0.6844  0.5997  -0.54
N  1.1071  0.8869  0.6524  -0.57
C  -0.0688  -0.0113  0.8580  0.12
C  -2.3830  -0.0154  0.8787  -0.22
C  0.9392  -0.4347  -1.3512  -0.61
C  1.9677  0.4082  -0.4772  -0.28
H  1.5696  -1.0576  -2.0687  0.27
H  -3.1596  0.7007  1.3549  0.25
H  2.5072  1.1403  -1.1795  0.28
H  0.0560  0.0162  -1.8771  0.27
H  2.6916  -0.4799  -0.1617  0.26
H  1.7599  0.8106  1.5354  0.47
H  -2.0828  -0.8906  1.4942  0.20
H  -0.0686  -0.4679  1.8363  0.21
H  0.8374  1.9448  0.5246  0.49
H  -4.2486  0.0623  -0.7711  0.15

## Properties
* LUMO energy: -3.622 eV
* HOMO level: -12.699 eV
* charge: +1
* frontier orbital gap: 9.08 eV
* molar mass: 152.26 g mol⁻¹
* SMILES: SCO[C@@H]1[NH2+]CCS1

Stability ranking, top entry: arrangement ii; the second entry is 231.1 kJ/mol less favorable.